i:
{
  "formula": "C4H12NO2",
  "method": "wB97M-V/def2-TZVPD",
  "multiplicity": 1,
  "total_charge": 1,
  "lumo_ev": -3.4,
  "orbital_gap_ev": 11.01,
  "elements": ["C", "C", "C", "C", "N", "O", "O", "H", "H", "H", "H", "H", "H", "H", "H", "H", "H", "H", "H"],
  "xyz": [[-0.45, -1.70, 1.22], [1.91, 1.05, 0.32], [-1.41, 1.48, -0.42], [-0.88, -0.82, 0.07], [-0.84, -1.23, -1.18], [1.50, 0.14, -0.64], [-1.33, 0.33, 0.38], [0.66, -1.35, 1.59], [-0.32, -2.70, 0.76], [-1.12, -1.84, 2.07], [1.28, 1.21, 1.31], [1.94, 2.12, -0.05], [2.83, 0.60, 0.74], [-0.67, 1.66, -1.13], [-1.29, 2.23, 0.38], [-2.38, 1.71, -0.89], [-1.10, -0.60, -2.01], [2.27, -0.22, -1.05], [-0.61, -2.07, -1.46]],
  "nbo_charge": [-0.705, -0.284, -0.301, 0.776, -0.697, -0.762, -0.424, 0.292, 0.239, 0.288, 0.180, 0.189, 0.195, 0.214, 0.234, 0.225, 0.437, 0.494, 0.412]
}

***

ii:
{
  "formula": "C4H12NO2",
  "method": "wB97M-V/def2-TZVPD",
  "multiplicity": 1,
  "total_charge": 1,
  "lumo_ev": -5.7,
  "orbital_gap_ev": 7.02,
  "elements": ["C", "C", "C", "N", "C", "H", "H", "H", "H", "H", "H", "H", "H", "H", "H", "O", "H", "H", "O"],
  "xyz": [[1.86, -2.46, 1.85], [0.86, -1.57, 1.20], [0.21, -1.90, 0.02], [-0.03, -0.88, -0.86], [-0.54, -0.92, -2.07], [2.75, -1.85, 1.64], [1.72, -3.51, 1.63], [1.77, -2.38, 2.93], [0.32, -0.89, 1.86], [-0.39, -2.79, -0.14], [-0.13, 0.10, -0.52], [-1.46, -0.40, -2.29], [-0.04, -1.55, -2.80], [-1.13, 5.24, -1.28], [-1.18, 5.32, 0.23], [-1.03, 4.70, -0.50], [-1.34, 2.49, -0.84], [-1.20, 1.63, 0.45], [-1.03, 1.63, -0.50]],
  "nbo_charge": [-0.675, -0.051, -0.091, -0.451, 0.072, 0.276, 0.253, 0.238, 0.237, 0.247, 0.459, 0.235, 0.216, 0.483, 0.487, -0.966, 0.531, 0.488, -0.988]
}

***

iii:
{
  "formula": "C4H12NO2",
  "method": "wB97M-V/def2-TZVPD",
  "multiplicity": 1,
  "total_charge": 1,
  "lumo_ev": -3.1,
  "orbital_gap_ev": 11.24,
  "elements": ["O", "C", "C", "N", "C", "C", "H", "H", "H", "H", "H", "H", "H", "H", "H", "H", "H", "H", "O"],
  "xyz": [[-0.49, -1.88, -0.76], [-1.28, -1.50, 0.06], [-1.35, 0.00, 0.56], [-0.25, 0.84, 0.06], [1.06, 0.47, 0.82], [1.12, 1.01, 2.20], [-2.08, -2.26, 0.25], [-2.22, 0.34, 0.08], [-1.34, 0.02, 1.68], [-0.63, 1.74, 0.11], [0.10, 0.74, -1.17], [1.85, 0.90, 0.26], [1.09, -0.62, 0.75], [0.53, 0.42, 2.95], [0.89, 2.12, 2.31], [2.15, 0.85, 2.56], [0.69, -0.45, -2.74], [0.88, 1.13, -3.17], [0.81, 0.54, -2.50]],
  "nbo_charge": [-0.518, 0.417, -0.331, -0.579, -0.214, -0.661, 0.172, 0.241, 0.250, 0.420, 0.500, 0.225, 0.234, 0.225, 0.236, 0.260, 0.545, 0.512, -0.934]
}

***

Energetically preferred structure: iii | next structure: +0.401 eV

***

i:
{
  "formula": "C4H12NO2",
  "method": "wB97M-V/def2-TZVPD",
  "multiplicity": 1,
  "total_charge": 1,
  "lumo_ev": -4.8,
  "orbital_gap_ev": 8.97,
  "elements": ["C", "C", "C", "C", "N", "H", "H", "H", "H", "H", "H", "H", "H", "H", "H", "O", "H", "H", "O"],
  "xyz": [[-0.13, 1.88, 1.07], [-0.28, 0.93, -0.08], [-1.20, 1.18, -1.02], [1.92, 0.19, 0.06], [0.80, 0.13, -0.55], [-0.10, 1.35, 2.01], [-1.02, 2.50, 1.05], [0.73, 2.55, 0.96], [-1.44, 0.55, -1.87], [-1.64, 2.17, -1.07], [2.70, -0.54, -0.09], [1.93, 0.83, 0.93], [0.44, -0.82, -0.85], [-1.56, -1.67, 1.75], [-0.25, -2.49, 2.13], [-0.61, -1.73, 1.67], [-0.43, -2.81, -1.50], [0.39, -2.23, -2.64], [-0.24, -1.97, -1.95]],
  "nbo_charge": [-0.680, 0.125, -0.285, 0.090, -0.436, 0.249, 0.258, 0.231, 0.227, 0.225, 0.224, 0.219, 0.492, 0.494, 0.493, -0.982, 0.501, 0.498, -0.941]
}

***

ii:
{
  "formula": "C4H12NO2",
  "method": "wB97M-V/def2-TZVPD",
  "multiplicity": 1,
  "total_charge": 1,
  "lumo_ev": -7.7,
  "orbital_gap_ev": 6.59,
  "elements": ["C", "C", "C", "C", "O", "N", "H", "H", "H", "H", "H", "H", "H", "H", "H", "H", "H", "H", "O"],
  "xyz": [[2.42, 0.24, -0.82], [1.08, -0.34, -0.45], [-0.12, -0.41, -1.16], [-0.02, 0.68, 0.20], [-0.53, 0.38, 1.23], [-2.88, 1.19, -0.28], [2.63, 1.07, -0.13], [3.16, -0.54, -0.70], [2.49, 0.61, -1.83], [1.19, -1.18, 0.24], [-0.32, 0.06, -2.12], [-0.86, -1.19, -1.03], [-0.19, 1.69, -0.20], [-2.27, 1.27, 0.51], [-2.94, 0.20, -0.50], [-3.80, 1.50, 0.02], [0.49, -2.28, 2.93], [-0.06, -1.10, 2.02], [0.54, -1.85, 2.08]],
  "nbo_charge": [-0.626, -0.194, -0.122, 0.365, -0.351, -1.052, 0.259, 0.284, 0.249, 0.328, 0.271, 0.271, 0.224, 0.348, 0.353, 0.395, 0.502, 0.479, -0.985]
}

***

iii:
{
  "formula": "C4H12NO2",
  "method": "wB97M-V/def2-TZVPD",
  "multiplicity": 1,
  "total_charge": 1,
  "lumo_ev": -8.0,
  "orbital_gap_ev": 5.20,
  "elements": ["C", "C", "C", "C", "O", "N", "H", "H", "H", "H", "H", "H", "H", "H", "H", "H", "H", "H", "O"],
  "xyz": [[0.44, -1.84, 1.84], [-0.25, -0.59, 1.32], [-0.93, -0.81, 0.07], [0.40, 0.19, -0.07], [0.16, 1.34, -0.27], [0.67, 0.41, -3.57], [0.52, -1.77, 2.92], [-0.11, -2.70, 1.48], [1.46, -1.91, 1.46], [-0.70, 0.10, 2.02], [-1.93, -0.49, -0.14], [-0.64, -1.71, -0.46], [1.20, -0.41, -0.52], [0.12, 0.45, -4.41], [1.64, 0.48, -3.81], [0.48, 1.02, -2.80], [-0.71, 2.36, 0.93], [-0.87, 3.39, 2.16], [-0.96, 2.49, 1.84]],
  "nbo_charge": [-0.645, -0.055, -0.238, 0.360, -0.301, -1.104, 0.282, 0.252, 0.262, 0.315, 0.291, 0.260, 0.205, 0.390, 0.373, 0.355, 0.477, 0.502, -0.981]
}

***

iv:
{
  "formula": "C4H12NO2",
  "method": "wB97M-V/def2-TZVPD",
  "multiplicity": 1,
  "total_charge": 1,
  "lumo_ev": -8.2,
  "orbital_gap_ev": 5.69,
  "elements": ["C", "C", "C", "N", "C", "H", "H", "H", "H", "H", "H", "H", "H", "H", "H", "O", "H", "H", "O"],
  "xyz": [[-0.38, 1.48, -1.17], [-0.20, 1.76, 0.20], [-0.55, 0.94, 1.30], [-0.53, -1.36, 1.26], [-1.34, -0.21, 0.99], [-1.24, 1.07, -1.70], [0.20, 2.17, -1.78], [0.75, 0.07, -0.37], [0.18, 2.75, 0.40], [-0.23, 1.29, 2.28], [0.19, -1.41, 0.54], [-1.45, -0.09, -0.09], [-2.36, -0.34, 1.36], [2.84, -2.16, -0.26], [1.25, -1.47, -1.04], [2.12, -1.52, -0.24], [0.52, -0.52, -2.22], [-0.02, -1.23, 2.14], [0.23, -1.22, -1.62]],
  "nbo_charge": [-0.128, -0.321, 0.190, -0.630, -0.357, 0.271, 0.247, 0.400, 0.271, 0.257, 0.410, 0.221, 0.267, 0.504, 0.482, -1.074, 0.462, 0.379, -0.852]
}

***

Energetically preferred structure: i | next structure: +2.414 eV